# 1
This record from OMol25 describes 2 unconnected molecules or ions with the total composition C31H39F13N4O8PS in a non-equilibrium geometry. The level of theory is ωB97M-V with the def2-TZVPD basis set.

Atoms and positions in Å:
C1 3.620 1.518 2.117
O1 2.959 0.708 1.128
C2 1.583 1.073 1.010
N1 0.963 0.138 0.074
C3 0.290 -0.996 0.516
N2 0.550 -1.848 1.478
C4 1.773 -1.748 2.315
C5 3.045 -2.253 1.507
O2 4.093 -1.815 1.877
N3 -0.863 -1.123 -0.367
P1 -1.705 -2.668 -0.460
N4 -2.712 -2.650 0.975
O3 -0.661 -4.000 -0.291
C6 -0.268 -0.647 -1.675
C7 0.871 -1.617 -2.177
C8 -1.418 -0.670 -2.759
C9 -1.394 -1.842 -3.800
C10 -2.701 -1.767 -4.670
O4 -3.826 -2.236 -3.906
C11 0.184 0.749 -1.076
C12 -0.905 1.620 -0.319
C13 -2.210 1.992 -1.126
C14 -3.475 1.377 -0.430
C15 -3.764 1.715 0.964
C16 -4.900 1.178 1.663
C17 -5.822 0.270 1.018
C18 -5.569 -0.035 -0.375
C19 -4.421 0.510 -1.080
C20 0.934 1.791 -1.978
C21 1.296 1.384 -3.448
C22 2.835 1.150 -3.693
F1 2.894 0.735 -5.026
F2 3.274 0.067 -2.967
C23 3.711 2.456 -3.558
F3 4.277 2.680 -4.797
F4 2.952 3.586 -3.321
C24 4.894 2.352 -2.498
F5 5.719 1.394 -2.982
F6 4.294 1.996 -1.300
C25 5.573 3.750 -2.222
F7 4.744 4.395 -1.335
F8 5.626 4.571 -3.299
S1 7.287 3.713 -1.447
F9 7.594 5.199 -2.060
F10 7.967 3.052 -2.749
F11 7.034 2.301 -0.704
F12 6.716 4.455 -0.096
F13 8.752 3.758 -0.757
H1 4.651 1.099 2.225
H2 3.736 2.553 1.704
H3 3.035 1.479 3.067
H4 1.601 2.139 0.660
H5 1.048 1.022 1.998
H6 -0.053 -2.637 1.701
H7 1.681 -2.489 3.158
H8 1.939 -0.767 2.799
H9 2.977 -3.006 0.678
H10 -2.163 -2.897 1.802
H11 -3.436 -3.368 0.860
H12 -0.914 -4.460 0.534
H13 1.201 -1.387 -3.221
H14 1.814 -1.528 -1.569
H15 0.582 -2.692 -2.137
H16 -1.327 0.281 -3.358
H17 -2.450 -0.644 -2.332
H18 -0.538 -1.792 -4.524
H19 -1.361 -2.841 -3.306
H20 -2.864 -0.685 -4.924
H21 -2.588 -2.335 -5.632
H22 -4.637 -1.967 -4.371
H23 -1.228 1.176 0.660
H24 -0.428 2.599 -0.036
H25 -2.367 3.103 -1.031
H26 -2.179 1.794 -2.218
H27 -3.099 2.407 1.520
H28 -5.066 1.438 2.734
H29 -6.692 -0.161 1.560
H30 -6.269 -0.726 -0.883
H31 -4.288 0.196 -2.135
H32 0.277 2.697 -2.044
H33 1.871 2.150 -1.481
H34 0.740 0.529 -3.886
H35 1.051 2.265 -4.103
C26 -4.343 -1.352 6.190
C27 -4.230 -1.922 4.986
C28 -3.162 -2.929 4.696
O5 -3.108 -3.440 3.586
C29 -2.220 -3.257 5.759
C30 -2.329 -2.684 6.964
C31 -3.414 -1.698 7.264
O6 -3.486 -1.216 8.377
O7 -1.475 -2.966 7.955
O8 -5.072 -1.617 3.982
H36 -5.112 -0.625 6.413
H37 -1.442 -3.973 5.530
H38 -1.768 -2.428 8.717
H39 -4.785 -2.157 3.221

HOMO-LUMO gap = 0.272 Ha
E_HOMO = -11.252 eV
net charge = +1
electronic energy = -110560.495 eV

Now the Löwdin charges, all in e: -0.07 -0.22 -0.19 0.06 -0.24 0.14 -0.06 -0.20 0.08 -0.10 0.94 -0.14 -0.30 -0.36 -0.02 -0.16 -0.19 -0.25 -0.09 -0.26 -0.12 -0.12 -0.20 -0.05 -0.08 -0.08 -0.07 -0.05 -0.05 -0.04 -0.35 0.08 0.10 -0.28 0.12 0.12 -0.31 0.16 0.10 -0.38 0.10 0.13 0.89 -0.15 -0.12 -0.14 -0.16 -0.13 0.11 0.10 0.10 0.15 0.15 0.13 0.15 0.12 0.14 -0.01 0.05 0.05 0.09 0.09 0.08 0.11 0.08 0.12 0.09 0.12 0.13 0.09 0.11 0.12 0.13 0.10 0.11 0.10 0.10 0.10 0.09 0.13 0.12 0.11 0.14 0.09 -0.22 -0.30 0.05 0.07 -0.23 -0.31 0.13 0.12 0.10 0.14 0.13 0.13 0.11

=====

# 2
This record from OMol25 describes 8 unconnected molecules or ions with the total composition C57H132F6N7O4P in a non-equilibrium geometry. The level of theory is ωB97M-V with the def2-TZVPD basis set.

Atoms and positions in Å:
C1 3.838 -10.609 24.238
O1 5.014 -9.990 24.670
C2 5.469 -9.989 26.029
C3 6.124 -11.294 26.573
N1 7.004 -11.919 25.448
H1 6.400 -12.517 24.902
H2 7.398 -11.235 24.818
C4 8.087 -12.860 25.946
C5 8.899 -13.463 24.754
O2 8.083 -14.195 23.807
C6 8.856 -14.713 22.736
H3 2.965 -9.965 24.135
H4 3.615 -11.424 24.927
H5 4.040 -11.005 23.243
H6 4.707 -9.592 26.700
H7 6.296 -9.288 26.137
H8 5.448 -11.993 27.064
H9 6.883 -10.939 27.271
H10 7.536 -13.588 26.540
H11 8.853 -12.332 26.515
H12 9.644 -14.147 25.160
H13 9.457 -12.657 24.279
H14 9.312 -15.664 23.008
H15 9.430 -13.914 22.266
H16 8.159 -15.041 21.965
C7 5.356 -14.843 22.283
O3 5.957 -14.382 20.998
C8 5.679 -12.987 20.810
C9 6.300 -12.442 19.489
N2 7.780 -12.796 19.381
H17 8.327 -12.478 20.168
H18 7.842 -13.802 19.450
C10 8.632 -12.636 18.087
C11 10.123 -12.997 18.362
O4 10.119 -14.279 19.074
C12 11.336 -14.744 19.537
H19 5.463 -15.926 22.357
H20 4.302 -14.570 22.319
H21 5.942 -14.450 23.114
H22 5.969 -12.385 21.671
H23 4.596 -12.912 20.722
H24 6.203 -11.357 19.465
H25 5.761 -12.894 18.656
H26 8.524 -11.602 17.759
H27 8.167 -13.284 17.345
H28 10.634 -12.242 18.959
H29 10.444 -13.052 17.322
H30 11.795 -15.374 18.775
H31 11.169 -15.265 20.480
H32 12.043 -13.948 19.772
C13 2.522 -19.441 27.501
C14 4.076 -19.766 27.325
C15 4.788 -18.463 26.883
N3 6.257 -18.690 26.545
C16 7.002 -19.161 27.785
C17 8.481 -19.122 27.694
C18 8.941 -17.655 27.402
C19 8.417 -17.229 26.033
C20 6.828 -17.260 26.179
C21 6.512 -19.728 25.409
H33 2.020 -20.243 28.042
H34 1.972 -19.406 26.560
H35 2.341 -18.480 27.982
H36 4.250 -20.611 26.659
H37 4.511 -20.217 28.216
H38 4.776 -17.615 27.567
H39 4.319 -18.068 25.982
H40 6.656 -18.559 28.625
H41 6.619 -20.157 28.008
H42 8.967 -19.610 28.539
H43 8.883 -19.732 26.886
H44 8.445 -17.072 28.177
H45 10.013 -17.556 27.570
H46 8.786 -16.231 25.793
H47 8.716 -17.904 25.231
H48 6.564 -16.566 26.977
H49 6.211 -17.091 25.297
H50 6.311 -20.748 25.737
H51 7.531 -19.598 25.045
H52 5.779 -19.455 24.649
C22 3.113 -18.188 22.403
C23 3.973 -19.331 21.769
C24 5.078 -18.666 20.742
N4 6.192 -19.640 20.222
C25 7.190 -19.861 21.488
C26 8.014 -18.618 21.803
C27 8.696 -18.013 20.576
C28 7.732 -17.789 19.437
C29 6.943 -19.042 19.037
C30 5.733 -21.033 19.684
H53 2.616 -18.611 23.277
H54 2.344 -17.780 21.748
H55 3.733 -17.443 22.901
H56 3.449 -20.158 21.289
H57 4.559 -19.671 22.623
H58 5.692 -17.891 21.202
H59 4.588 -18.043 19.994
H60 6.506 -20.177 22.276
H61 7.856 -20.650 21.140
H62 7.433 -17.843 22.303
H63 8.845 -18.978 22.410
H64 9.263 -17.129 20.868
H65 9.328 -18.852 20.285
H66 6.985 -17.033 19.676
H67 8.181 -17.539 18.476
H68 6.112 -18.804 18.372
H69 7.661 -19.714 18.567
H70 4.887 -20.771 19.049
H71 5.291 -21.519 20.554
H72 6.582 -21.539 19.223
C31 0.170 -8.743 21.221
C32 -0.346 -10.140 21.570
C33 0.663 -11.157 21.046
N5 0.318 -12.665 21.280
C34 -1.035 -13.051 20.610
C35 -1.398 -14.578 20.647
C36 -0.207 -15.308 20.050
C37 1.066 -15.073 20.754
C38 1.423 -13.584 20.682
C39 0.204 -12.949 22.788
H73 0.279 -8.564 20.152
H74 1.194 -8.635 21.577
H75 -0.430 -7.895 21.551
H76 -1.350 -10.268 21.164
H77 -0.427 -10.189 22.656
H78 1.685 -10.938 21.357
H79 0.616 -11.029 19.965
H80 -1.026 -12.736 19.567
H81 -1.878 -12.478 20.997
H82 -2.256 -14.830 20.025
H83 -1.613 -14.869 21.675
H84 -0.243 -15.118 18.977
H85 -0.360 -16.387 20.069
H86 1.858 -15.587 20.211
H87 1.009 -15.428 21.783
H88 1.716 -13.245 19.689
H89 2.270 -13.408 21.345
H90 1.173 -12.805 23.267
H91 -0.025 -14.009 22.903
H92 -0.540 -12.311 23.264
C40 0.361 -17.279 24.448
C41 -0.679 -16.697 25.362
C42 -0.059 -16.418 26.721
N6 -1.105 -16.377 27.920
C43 -0.333 -16.004 29.230
C44 0.043 -14.518 29.249
C45 -1.102 -13.556 29.104
C46 -2.004 -13.905 27.855
C47 -2.375 -15.434 27.726
C48 -1.609 -17.832 28.180
H93 1.139 -16.533 24.289
H94 -0.151 -17.509 23.514
H95 0.938 -18.059 24.945
H96 -1.552 -17.340 25.475
H97 -0.952 -15.746 24.905
H98 0.554 -15.520 26.644
H99 0.575 -17.254 27.017
H100 0.564 -16.623 29.253
H101 -0.958 -16.268 30.082
H102 0.796 -14.268 28.503
H103 0.583 -14.185 30.136
H104 -0.874 -12.491 29.128
H105 -1.752 -13.659 29.974
H106 -1.442 -13.554 26.990
H107 -2.865 -13.236 27.863
H108 -2.931 -15.728 26.835
H109 -3.025 -15.707 28.557
H110 -0.780 -18.539 28.133
H111 -2.281 -18.130 27.375
H112 -2.160 -17.850 29.120
C49 2.418 -10.875 28.963
C50 1.374 -9.789 28.775
C51 1.347 -9.382 27.271
N7 0.555 -8.061 26.912
C52 1.150 -6.791 27.568
C53 0.402 -5.510 27.336
C54 -1.080 -5.562 27.726
C55 -1.694 -6.808 27.124
C56 -0.908 -8.127 27.327
C57 0.743 -7.940 25.354
H113 2.098 -11.738 28.378
H114 2.447 -11.193 30.005
H115 3.398 -10.504 28.663
H116 1.559 -8.930 29.420
H117 0.336 -10.078 28.944
H118 0.909 -10.072 26.550
H119 2.356 -9.300 26.866
H120 1.205 -6.928 28.648
H121 2.146 -6.742 27.127
H122 0.858 -4.605 27.738
H123 0.495 -5.279 26.274
H124 -1.061 -5.609 28.815
H125 -1.669 -4.671 27.507
H126 -2.725 -7.055 27.376
H127 -1.758 -6.557 26.065
H128 -1.002 -8.417 28.374
H129 -1.427 -8.850 26.697
H130 0.222 -7.035 25.042
H131 0.327 -8.856 24.934
H132 1.762 -7.792 24.999
P1 3.733 -14.713 25.710
F1 4.895 -14.950 26.826
F2 3.041 -13.696 26.798
F3 4.558 -13.522 24.982
F4 2.509 -14.330 24.624
F5 4.433 -15.788 24.594
F6 2.959 -15.951 26.363

HOMO-LUMO gap = 0.369 Ha
E_HOMO = -21.030 eV
net charge = +6
electronic energy = -105407.471 eV

Atomic partial charges in e from the Löwdin method, atoms 1 to 99: -0.10 -0.17 -0.15 -0.04 0.08 0.12 0.18 -0.05 -0.16 -0.22 -0.09 0.07 0.07 0.08 0.11 0.14 0.12 0.14 0.13 0.15 0.13 0.13 0.10 0.10 0.06 -0.06 -0.21 -0.20 -0.04 0.07 0.16 0.13 -0.04 -0.12 -0.22 -0.10 0.06 0.08 0.05 0.12 0.11 0.14 0.14 0.14 0.14 0.14 0.15 0.11 0.08 0.10 -0.06 -0.16 -0.13 -0.22 -0.14 -0.15 -0.16 -0.13 -0.06 0.06 0.09 0.05 0.06 0.11 0.11 0.13 0.11 0.15 0.13 0.14 0.12 0.12 0.13 0.09 0.10 0.11 0.10 0.12 0.09 0.08 -0.08 -0.14 -0.07 -0.22 -0.04 -0.19 -0.16 -0.17 -0.11 0.06 0.06 0.07 0.05 0.11 0.07 0.07 0.13 0.10 0.14